No. 1
{
  "formula": "C17H17F2O",
  "method": "ωB97M-V/def2-TZVPD",
  "species": ["F", "F", "O", "C", "C", "C", "C", "C", "C", "C", "C", "C", "C", "C", "C", "C", "C", "C", "C", "C", "H", "H", "H", "H", "H", "H", "H", "H", "H", "H", "H", "H", "H", "H", "H", "H", "H"],
  "xyz": [[-3.33208, -1.47786, 3.78715], [-1.00641, 3.56413, 3.44205], [2.54038, -0.78384, -1.33665], [3.62699, -0.57873, -2.28063], [-0.48825, 1.45619, 0.48115], [-1.70134, -0.93350, 0.59013], [-0.85648, 0.09861, -0.18696], [0.01467, 4.11998, 1.37392], [-3.30815, -2.74778, 0.36735], [-3.68844, -2.58052, 1.70666], [0.21876, -0.67937, -0.84063], [0.14725, 2.40009, -0.33033], [-0.62145, 3.18338, 2.17492], [4.50620, -1.80133, -2.20230], [-2.92198, -1.73631, 2.49586], [-1.83847, -1.01207, 1.98211], [1.44094, -0.12641, -1.45135], [0.40198, 3.70175, 0.10025], [-0.94073, 1.89066, 1.74084], [-2.32192, -1.93353, -0.18194], [0.19351, 5.13273, 1.72594], [4.04380, -2.64280, -2.72648], [0.38655, 2.14272, -1.35718], [4.17044, 0.32295, -1.97445], [-1.16801, -0.49207, 2.66750], [-1.53175, 0.41307, -1.00115], [0.55320, -1.51783, -0.22352], [0.88705, 4.40057, -0.57589], [-3.80499, -3.48928, -0.25636], [3.20299, -0.45388, -3.28644], [-4.56637, -3.06923, 2.11129], [5.44780, -1.57037, -2.70363], [-2.02133, -2.07353, -1.22438], [4.73789, -2.09078, -1.17175], [1.42677, 0.76472, -2.07858], [-0.25114, -1.09533, -1.74434], [-1.57790, 1.29481, 2.38784]],
  "homo_energy_ha": -0.4415,
  "relative_energy_kj_mol": 88.7,
  "e_lumo_ha": -0.197,
  "homo_lumo_gap_ev": 6.65,
  "charge": 1
}

No. 2
{
  "formula": "C24H21BrN4O4Os",
  "method": "ωB97M-V/def2-TZVPD",
  "species": ["Os", "Br", "O", "O", "O", "O", "N", "N", "N", "N", "C", "C", "C", "C", "C", "C", "C", "C", "C", "C", "C", "C", "C", "C", "C", "C", "C", "C", "C", "C", "C", "C", "C", "C", "H", "H", "H", "H", "H", "H", "H", "H", "H", "H", "H", "H", "H", "H", "H", "H", "H", "H", "H", "H", "H"],
  "xyz": [[0.87457, 0.31152, 0.30067], [3.07968, -0.74085, 7.58829], [1.22326, 0.47149, 2.59782], [-2.34758, -0.57587, 2.73950], [-2.99505, 1.79990, 1.03461], [2.56835, -0.38417, 1.14102], [0.26621, -1.65361, 0.61551], [-1.09731, 0.46037, 1.06534], [1.67446, 2.19293, 0.27035], [-0.40725, 1.19288, -1.27433], [0.66470, -3.99169, 0.61702], [-1.56169, 1.74484, -0.86491], [0.00927, 1.39545, -2.53309], [3.01160, 4.83253, 1.95182], [2.76463, -0.48492, 4.78665], [-0.71569, -1.81910, 1.53125], [-0.72997, 2.14678, -3.42700], [3.57803, -0.97102, 5.79149], [3.15248, -0.67335, 3.45745], [5.14184, -1.80761, 4.15430], [4.76400, -1.62900, 5.47919], [1.34868, 5.58305, 0.18302], [-2.33958, 2.52322, -1.69228], [4.33882, -1.33520, 3.13295], [0.96229, -2.71880, 0.17924], [3.68461, 4.84358, -0.49940], [-0.33859, -4.16558, 1.56149], [2.28897, -0.16550, 2.41183], [2.05276, 3.27359, 0.37031], [-1.03503, -3.05875, 2.03141], [-1.99626, 1.38134, 0.53194], [2.53037, 4.64991, 0.50022], [-1.91668, 2.72555, -3.00023], [-1.48630, -0.57536, 1.91686], [2.20519, 4.66601, 2.66513], [3.35620, 5.86056, 2.05764], [1.76295, -2.53002, -0.52284], [4.62408, -1.46613, 2.09835], [3.35595, 4.69236, -1.52710], [1.22374, -4.83018, 0.22767], [1.00673, 5.45904, -0.84435], [-3.26147, 2.93493, -1.30426], [-1.82739, -3.13145, 2.76415], [3.84262, 4.16731, 2.18319], [-0.37575, 2.26957, -4.44049], [-0.57589, -5.15524, 1.92857], [5.39203, -2.00046, 6.27765], [6.06789, -2.31725, 3.92780], [4.51684, 4.17466, -0.28426], [0.94695, 0.93828, -2.82283], [1.69395, 6.60899, 0.30511], [1.84334, 0.03045, 5.02104], [4.03692, 5.86985, -0.40182], [0.51563, 5.42136, 0.86665], [-2.51053, 3.32085, -3.68090]],
  "homo_energy_ha": [-0.5098, -0.5095],
  "relative_energy_kj_mol": 0.0,
  "multiplicity": 5,
  "e_lumo_ha": [-0.241, -0.341],
  "homo_lumo_gap_ev": [7.31, 4.59],
  "charge": 2
}

No. 3
{
  "formula": "C12H2F4N4O7P2PdSbSe4",
  "method": "ωB97M-V/def2-TZVPD",
  "species": ["Sb", "Pd", "Se", "Se", "Se", "Se", "P", "P", "F", "F", "F", "F", "O", "O", "O", "O", "O", "O", "O", "N", "N", "N", "N", "C", "C", "C", "C", "C", "C", "C", "C", "C", "C", "C", "C", "H", "H"],
  "xyz": [[-2.88304, -0.67028, -0.32787], [0.23482, -0.30094, 0.18386], [-4.88808, -1.70659, 0.41489], [-1.45883, 0.19778, 1.70226], [-2.77590, 0.98902, -2.01568], [-0.82204, -2.29917, -0.29617], [2.03827, -1.96511, 1.82842], [2.76888, -1.40874, -1.07071], [5.51996, -1.18760, 2.30821], [3.67865, 0.59562, 1.73284], [5.62506, 1.25476, -2.53513], [7.52145, -0.45976, -1.93737], [1.18958, -3.10520, 1.39128], [2.90231, -1.38736, 0.53748], [1.60487, -0.48157, -1.41028], [2.28693, -2.88851, -1.43176], [4.12260, -1.10748, -1.59101], [3.24708, -2.56003, 2.71022], [1.43533, -0.78033, 2.50658], [1.21384, 1.74456, 0.43307], [7.74267, -3.24963, 2.65899], [3.26008, 3.21016, -2.91449], [9.68362, -2.32593, -0.91032], [5.61416, 0.67151, -1.35187], [6.61052, -0.92961, 0.20815], [4.51324, 0.95487, -0.45700], [3.46320, 1.74909, -0.79848], [7.63197, -2.58649, 1.72767], [5.53047, -0.60775, 1.11752], [8.72720, -2.08240, -0.32258], [7.59375, -1.81913, 0.51636], [2.24757, 1.71655, -0.06144], [6.57738, -0.20253, -1.04429], [3.37943, 2.52311, -2.00164], [4.57549, 0.27796, 0.82077], [3.67320, -1.85737, 3.21641], [3.04405, -3.46433, -1.59803]],
  "homo_energy_ha": [-0.2241, -0.2242],
  "relative_energy_kj_mol": 297.1,
  "e_lumo_ha": [-0.073, -0.073],
  "homo_lumo_gap_ev": [4.10, 4.12],
  "charge": -1
}

No. 4
{
  "formula": "C4H6O2",
  "method": "ωB97M-V/def2-TZVPD",
  "species": ["O", "O", "C", "C", "C", "C", "H", "H", "H", "H", "H", "H"],
  "xyz": [[-0.08477, 1.83290, 0.91841], [2.99869, 1.83115, 0.36113], [2.26637, 1.21190, -0.24611], [-0.70254, -1.52270, 0.37483], [0.16973, -1.40080, -0.62095], [-0.91773, 1.41889, 0.15098], [-1.93544, 1.14410, 0.49011], [-0.45564, -1.20478, 1.38574], [-1.69643, -1.93536, 0.22070], [-0.72459, 1.28962, -0.93047], [1.15497, -0.97305, -0.46415], [-0.07261, -1.69185, -1.64021]],
  "homo_energy_ha": -0.3729,
  "relative_energy_kj_mol": 236.7,
  "e_lumo_ha": 0.033,
  "homo_lumo_gap_ev": 11.05
}